Version P
The following is a DFT calculation (wB97M-V/def2-TZVPD) of a 2-piece molecular cluster, C4H15N2O overall.

Values from the calculation:
* E_LUMO: -3.5 eV
* charge: +1

Element x y z (Å)
N1 -1.521 0.262 0.961
C1 -1.836 0.301 -0.452
C2 -0.743 1.143 -0.960
N2 0.546 0.469 -0.547
C3 0.721 -0.777 -1.184
C4 2.195 -1.101 -0.939
H1 -1.777 -0.583 1.540
H2 -1.916 1.180 1.505
H3 -0.482 0.320 0.993
H4 -1.873 -0.757 -0.727
H5 -2.914 0.723 -0.607
H6 -0.674 2.194 -0.528
H7 -0.842 1.212 -2.056
H8 1.399 0.997 -0.623
H9 0.490 -0.491 -2.258
H10 0.174 -1.673 -0.822
H11 2.729 -0.363 -1.454
H12 2.399 -0.949 0.163
H13 2.570 -2.118 -1.197
H14 1.206 -0.074 3.039
H15 -0.089 -0.777 2.770
O1 0.550 -0.170 2.322


Version Q
The following is a DFT calculation (wB97M-V/def2-TZVPD) of a 3-piece molecular cluster, C4H15N2O overall.

Values from the calculation:
* E_LUMO: -9.5 eV
* charge: +1

Element x y z (Å)
C1 -3.130 -0.058 -0.274
N1 -2.149 0.914 0.167
C2 -2.503 -1.065 -1.214
N2 2.180 1.268 0.720
C3 3.053 0.127 0.427
C4 2.453 -0.530 -0.794
H1 -3.841 0.545 -0.863
H2 -3.727 -0.567 0.498
H3 -1.314 0.448 0.561
H4 -2.592 1.505 0.877
H5 -2.031 -0.545 -2.049
H6 -3.343 -1.653 -1.602
H7 -1.792 -1.747 -0.743
H8 2.342 1.701 1.629
H9 4.102 0.416 0.346
H10 3.006 -0.695 1.160
H11 2.944 -1.442 -1.143
H12 2.354 0.170 -1.630
H13 1.407 -0.806 -0.507
H14 1.204 0.935 0.657
H15 0.389 -0.538 1.711
O1 0.152 -0.486 0.760


Of all the structures shown, which is most stable? version P, and version Q is the least stable.